Density functional theory data (ωB97M-V/def2-TZVPD) for a cluster of 14 separate species, C69H138B3F24N7O15 in total in a non-equilibrium geometry.

Results
Largest force on an atom ... 0.194 Eh/bohr
Kohn-Sham gap ... 2.960 eV
DFT total energy ... -182181.3583 eV
Molar mass ... 1794.28 g/mol

Structure (XYZ):
```
256
Properties=species:S:1:pos:R:3:mulliken_charge:R:1
C 1.91 -5.33 -5.31 -1.479
C 0.46 -5.07 -4.78 1.610
C -0.44 -6.28 -4.60 -1.170
C -0.02 -7.25 -3.48 -1.161
C 0.03 -6.49 -2.15 -1.295
C 0.77 -5.20 -2.16 1.558
N 0.61 -4.37 -3.44 0.447
O 0.62 -3.15 -3.40 0.715
C 2.28 -5.41 -2.00 -1.963
C 0.35 -4.20 -1.05 -1.876
C -0.13 -4.15 -5.82 -2.646
H 2.45 -4.38 -5.35 0.203
H 1.79 -5.55 -6.38 0.444
H 2.43 -6.11 -4.79 0.362
H -0.44 -6.78 -5.56 0.555
H -1.44 -5.95 -4.40 0.365
H 1.02 -7.55 -3.71 0.322
H -0.58 -8.17 -3.51 0.532
H 0.53 -7.01 -1.32 0.527
H -0.96 -6.31 -1.81 0.539
H 2.53 -5.48 -0.95 0.374
H 2.81 -4.58 -2.32 0.320
H 2.64 -6.30 -2.49 0.630
H 1.10 -3.43 -0.97 -0.421
H 0.27 -4.76 -0.16 1.304
H -0.56 -3.65 -1.29 0.219
H -0.46 -4.83 -6.60 0.581
H 0.50 -3.52 -6.37 0.588
H -0.91 -3.56 -5.43 0.519
C -0.20 1.13 -5.86 -1.196
C 1.29 0.72 -5.72 0.863
C 2.26 1.88 -5.90 -0.565
C 3.67 1.55 -5.31 -1.159
C 3.60 1.10 -3.86 -0.459
C 2.74 -0.18 -3.61 1.070
N 1.43 0.09 -4.30 0.652
O 0.30 -0.48 -3.82 1.100
C 2.40 -0.54 -2.21 0.543
C 3.31 -1.47 -4.29 -2.000
C 1.59 -0.44 -6.76 -1.841
H -0.26 1.95 -6.59 0.438
H -0.52 1.59 -4.90 -0.230
H -0.89 0.32 -6.17 0.296
H 1.91 2.78 -5.45 -0.068
H 2.27 2.09 -6.98 0.580
H 4.34 2.40 -5.36 0.673
H 4.04 0.71 -5.95 0.287
H 3.10 1.90 -3.29 -0.111
H 4.63 0.94 -3.56 0.355
H 3.27 -0.67 -1.63 0.642
H 1.89 -1.49 -2.21 -0.441
H 1.77 0.16 -1.70 -0.881
H 3.76 -1.30 -5.23 0.603
H 2.57 -2.22 -4.42 0.326
H 4.08 -1.85 -3.62 0.453
H 2.60 -0.73 -6.72 0.508
H 1.26 -0.11 -7.74 0.475
H 0.96 -1.33 -6.64 0.151
C 5.45 3.60 1.54 -1.859
C 3.99 3.40 1.94 1.884
C 3.13 3.16 0.66 -1.013
C 3.33 1.77 0.12 -0.148
C 2.97 0.69 1.18 1.109
C 3.79 0.86 2.49 1.408
N 3.88 2.29 2.99 1.125
O 3.87 2.52 4.17 -0.479
C 5.23 0.27 2.21 -1.284
C 3.12 0.08 3.62 -0.591
C 3.45 4.69 2.63 -1.828
H 6.15 3.64 2.40 0.400
H 5.56 4.56 1.06 0.449
H 5.85 2.79 0.97 0.325
H 3.52 3.87 -0.08 0.833
H 2.12 3.37 0.91 -0.803
H 4.28 1.75 -0.35 0.727
H 2.63 1.68 -0.70 -0.982
H 3.28 -0.23 0.72 -0.018
H 1.92 0.65 1.46 -0.466
H 5.16 -0.80 2.19 -0.225
H 5.92 0.57 3.00 0.503
H 5.66 0.57 1.29 0.200
H 2.17 0.58 3.90 0.158
H 3.77 -0.01 4.52 0.573
H 2.97 -0.94 3.20 -0.382
H 4.07 5.00 3.46 0.415
H 2.47 4.48 3.05 0.230
H 3.42 5.48 1.90 0.466
C -3.40 4.90 3.72 -1.657
C -2.71 6.16 3.37 1.614
C -1.35 5.97 2.51 -1.336
C -1.67 5.61 1.09 1.756
C -2.52 6.71 0.45 -1.587
C -3.94 6.77 1.05 2.114
N -3.62 6.99 2.60 0.676
O -4.41 7.74 3.36 -0.423
C -4.92 5.57 1.10 -1.303
C -4.80 7.96 0.64 -1.896
C -2.38 6.82 4.67 -1.822
H -3.09 3.98 3.23 -0.025
H -4.46 4.88 3.78 0.377
H -3.13 4.68 4.70 0.525
H -0.65 5.36 3.12 0.003
H -0.95 6.99 2.57 0.593
H -2.26 4.68 1.10 -0.566
H -0.73 5.33 0.63 -0.235
H -2.66 6.43 -0.60 0.134
H -2.06 7.66 0.51 0.544
H -5.81 5.73 1.72 0.470
H -4.49 4.67 1.52 0.089
H -5.26 5.28 0.08 0.250
H -4.20 8.86 0.71 0.455
H -5.55 8.14 1.37 0.487
H -5.22 7.77 -0.35 0.332
H -1.56 6.26 5.12 0.462
H -3.27 6.92 5.29 0.432
H -2.04 7.84 4.49 0.478
C 5.58 -6.55 5.57 -1.918
C 4.37 -5.90 4.87 1.552
C 4.46 -4.38 5.11 -0.255
C 5.51 -3.70 4.34 -0.974
C 5.28 -3.92 2.81 0.757
C 5.16 -5.45 2.34 1.801
N 4.29 -6.22 3.35 0.987
O 3.58 -6.97 2.99 -0.399
C 6.54 -6.10 2.19 -1.638
C 4.33 -5.53 1.09 -2.073
C 3.09 -6.38 5.50 -1.200
H 5.37 -6.53 6.62 0.509
H 6.53 -6.17 5.32 0.368
H 5.65 -7.66 5.51 0.390
H 4.65 -4.32 6.16 0.821
H 3.52 -3.94 4.96 -0.547
H 6.54 -4.01 4.63 0.475
H 5.35 -2.64 4.50 0.375
H 6.19 -3.55 2.34 0.768
H 4.44 -3.36 2.45 -1.333
H 7.03 -6.19 3.14 0.374
H 7.21 -5.62 1.45 0.299
H 6.47 -7.14 1.84 0.433
H 4.23 -6.56 0.73 0.758
H 4.86 -4.91 0.32 0.393
H 3.37 -5.02 1.26 0.004
H 2.30 -5.94 4.97 -0.010
H 3.07 -6.11 6.57 0.444
H 2.96 -7.46 5.46 0.383
C -7.80 0.96 1.95 -1.574
C -6.62 1.12 0.96 1.469
C -6.41 0.05 -0.08 -0.912
O -5.83 0.60 -1.23 -0.010
C -5.42 -0.37 -2.15 -1.294
N -7.05 2.36 0.19 0.099
H -7.84 2.08 -0.43 0.410
H -7.38 3.07 0.82 0.526
H -6.30 2.75 -0.40 -0.142
H -8.08 1.84 2.58 0.344
H -7.73 0.18 2.76 0.366
H -8.67 0.59 1.46 0.445
H -5.59 1.39 1.32 -0.966
H -7.36 -0.45 -0.31 0.746
H -5.73 -0.69 0.35 0.390
H -5.04 0.27 -2.91 0.292
H -6.33 -0.85 -2.53 0.333
H -4.69 -1.12 -1.90 0.640
C -2.88 1.39 0.24 0.024
C -1.52 0.89 -0.09 1.411
C -1.17 -0.43 0.63 -1.624
O 0.02 -0.87 -0.01 1.606
C 0.77 -1.59 0.87 -2.637
N -1.36 0.59 -1.51 1.490
H -1.11 -0.44 -1.67 0.306
H -2.26 0.72 -1.96 0.447
H -0.60 1.12 -1.97 -1.021
H -3.14 2.28 -0.35 -0.273
H -2.84 1.56 1.30 -0.405
H -3.68 0.66 0.05 0.252
H -0.79 1.64 0.16 -0.637
H -1.97 -1.19 0.50 0.196
H -1.07 -0.28 1.71 0.596
H 1.80 -1.84 0.54 -0.376
H 0.25 -2.46 1.17 1.187
H 0.78 -1.03 1.78 1.028
C 0.57 3.28 -3.02 -1.562
O 1.86 3.89 -2.88 0.166
O 0.67 1.94 -2.87 -0.166
C -0.25 3.92 -1.88 0.214
F 0.51 4.13 -0.76 -0.179
F -0.77 5.11 -2.24 -0.331
F -1.34 3.20 -1.48 0.638
C 1.78 5.29 -3.32 0.116
C 3.16 5.69 -3.73 -1.383
H 3.85 5.61 -2.88 0.260
H 3.58 5.13 -4.55 0.235
H 3.25 6.73 -4.03 0.432
H 1.47 5.96 -2.50 0.164
H 1.10 5.39 -4.18 0.125
H 0.18 3.59 -3.94 0.552
C -4.18 4.77 -2.81 0.864
O -3.85 5.65 -3.90 -0.415
O -4.51 5.40 -1.65 -0.904
C -5.37 3.79 -3.25 0.613
F -6.52 4.47 -3.46 -0.338
F -5.23 3.04 -4.47 -0.368
F -5.55 2.76 -2.35 -0.117
C -3.11 4.98 -4.93 -0.110
C -3.90 5.00 -6.23 -1.334
H -4.05 5.97 -6.70 0.334
H -3.57 4.26 -6.98 0.302
H -4.85 4.58 -5.94 0.297
H -3.08 3.89 -4.75 0.169
H -2.11 5.42 -4.97 0.453
H -3.31 4.04 -2.56 -0.808
C 1.49 -3.57 3.52 -0.395
O 1.60 -3.68 5.01 -0.479
O 2.64 -3.41 2.92 -0.403
C 0.60 -4.81 3.10 0.295
F 0.87 -5.92 3.71 -0.386
F -0.73 -4.72 3.29 -0.335
F 0.81 -5.01 1.75 0.124
C 0.41 -3.30 5.67 -0.292
C 0.53 -3.74 7.21 -1.389
H 0.35 -4.78 7.40 0.347
H 1.55 -3.50 7.52 0.266
H -0.08 -3.20 7.92 0.412
H -0.45 -3.70 5.16 0.537
H 0.34 -2.23 5.74 0.138
H 0.71 -2.75 3.48 -0.065
C -6.64 -1.98 3.68 -0.333
O -5.55 -1.22 3.18 0.048
O -7.57 -1.22 4.14 -0.918
C -7.08 -2.83 2.42 0.817
F -7.96 -3.76 2.87 -0.302
F -7.66 -2.12 1.45 -0.262
F -6.00 -3.48 1.84 -0.273
C -5.16 -0.38 4.18 -0.892
C -3.88 0.31 3.69 -0.254
H -3.10 -0.48 3.76 0.108
H -4.05 0.48 2.61 -0.187
H -3.56 1.23 4.20 0.323
H -4.96 -0.92 5.12 0.478
H -6.01 0.28 4.42 0.325
H -6.23 -2.79 4.30 0.343
B 5.36 -2.12 -0.81 0.221
F 5.18 -2.92 -1.99 -0.396
F 6.42 -2.67 -0.04 -0.382
F 5.73 -0.83 -1.31 -0.357
F 4.16 -2.10 -0.11 -0.031
B -0.07 2.34 3.26 -0.572
F -0.29 0.97 3.38 -0.104
F -0.40 2.81 1.91 0.185
F -0.71 3.20 4.24 -0.115
F 1.36 2.57 3.41 0.102
B -2.44 -2.77 -3.35 -0.633
F -2.06 -2.37 -4.70 -0.482
F -2.09 -4.17 -3.12 -0.151
F -1.70 -1.98 -2.48 -0.121
F -3.76 -2.53 -3.18 -0.192
```